(1)
The following is a DFT calculation (wB97M-V/def2-TZVPD) of a structure of composition C27H56Ca3NO16P2 in a non-equilibrium geometry.

The geometry in XYZ format:
```
105
C27H56Ca3NO16P2 (wB97M-V/def2-TZVPD)
Ca -18.18 3.87 6.09
Ca -23.14 -0.69 8.12
Ca -22.95 4.77 7.95
P -19.33 7.47 8.27
O -19.51 6.06 8.85
O -20.47 7.44 7.23
O -17.95 7.06 7.74
O -19.13 8.31 9.60
P -21.89 1.51 5.01
O -21.25 1.79 6.43
O -23.15 1.89 5.73
O -21.75 -0.04 5.08
O -20.98 2.58 4.36
O -25.87 1.34 12.96
C -24.91 1.00 12.14
O -24.57 1.72 11.19
O -24.61 -0.23 12.09
H -25.91 0.45 13.30
C -13.88 -0.86 3.38
C -15.08 -0.65 2.43
C -16.20 -0.25 3.38
O -15.53 0.51 4.38
C -14.40 -0.23 4.69
H -13.00 -0.35 3.00
H -13.66 -1.92 3.54
H -15.22 -1.52 1.80
H -14.96 0.16 1.72
H -16.77 -1.11 3.74
H -16.92 0.27 2.75
H -14.64 -0.96 5.46
H -13.58 0.38 5.08
C -29.78 -2.19 6.40
C -29.13 -1.59 5.16
C -27.73 -1.98 5.31
O -27.50 -1.80 6.74
C -28.73 -2.06 7.49
H -29.96 -3.26 6.31
H -30.70 -1.62 6.55
H -29.23 -0.52 4.96
H -29.57 -2.05 4.27
H -27.01 -1.35 4.79
H -27.47 -3.03 5.16
H -29.00 -1.23 8.15
H -28.55 -3.01 8.00
C -24.40 -7.15 7.54
C -24.46 -7.33 9.02
C -24.10 -5.87 9.52
O -23.64 -5.15 8.35
C -23.36 -6.12 7.31
H -25.34 -6.66 7.29
H -24.32 -8.04 6.91
H -23.74 -8.07 9.37
H -25.42 -7.68 9.39
H -23.24 -5.82 10.19
H -24.95 -5.27 9.85
H -22.31 -6.41 7.36
H -23.40 -5.63 6.34
C -17.19 -3.70 10.08
C -17.90 -4.01 11.36
C -18.68 -2.73 11.71
O -19.23 -2.39 10.47
C -18.19 -2.70 9.46
H -17.01 -4.55 9.42
H -16.34 -3.17 10.52
H -17.14 -4.26 12.10
H -18.56 -4.84 11.11
H -18.03 -1.90 12.01
H -19.40 -2.87 12.52
H -17.64 -1.79 9.24
H -18.52 -3.17 8.53
C -14.33 6.05 0.84
C -13.32 5.61 1.91
C -14.04 5.79 3.18
O -15.33 5.25 2.83
C -15.65 5.80 1.58
H -14.26 5.50 -0.10
H -14.19 7.10 0.57
H -12.36 6.13 1.86
H -13.06 4.55 1.84
H -14.12 6.80 3.57
H -13.54 5.16 3.93
H -16.33 6.63 1.75
H -16.27 5.11 1.01
C -26.04 7.46 5.81
C -27.08 7.17 6.91
N -26.44 6.95 8.25
C -25.99 8.28 8.69
C -25.48 8.22 10.16
C -27.38 6.40 9.29
C -28.68 7.27 9.55
H -25.27 6.68 5.87
H -25.55 8.42 5.95
H -26.43 7.37 4.80
H -27.97 7.80 6.91
H -27.58 6.24 6.68
H -26.82 8.98 8.75
H -25.04 8.58 8.24
H -24.78 7.46 10.50
H -26.30 8.33 10.86
H -24.91 9.15 10.18
H -27.77 5.44 8.94
H -26.87 6.16 10.22
H -29.37 6.84 10.27
H -28.37 8.26 9.87
H -29.22 7.41 8.61
```

Results
**LUMO energy**: 0.16 eV
**Energy relative to the best compared isomer or geometry (same formula, charge and spin)**: 709.5 kcal per mole
**Max |F|**: 6.2 eV/Å
**Highest occupied orbital energy**: -2.8 eV
**Total charge**: -1

Atom charges from the Mulliken analysis, given in e for atoms 1 to 2: number 1, Ca, carries 1.125; number 2, Ca, carries 1.362

***

(2)
The following is a DFT calculation (wB97M-V/def2-TZVPD) of a cluster of 2 separate species, C4H8N2O in total in a non-equilibrium geometry.

The geometry in XYZ format:
```
15
C4H8N2O (wB97M-V/def2-TZVPD)
C 0.68 1.24 -0.97
C 0.53 -0.14 -0.43
O 0.77 -0.05 1.79
C -0.82 -0.82 -0.51
N -1.77 0.00 0.23
C 1.62 -0.90 -0.08
N 2.14 -1.17 0.97
H 1.55 1.73 -0.52
H -0.23 1.79 -0.76
H 0.82 1.18 -2.06
H 0.70 0.28 2.70
H -0.71 -1.85 -0.16
H -1.12 -0.84 -1.57
H -1.47 -0.01 1.20
H -2.69 -0.43 0.17
```

Results
**LUMO energy (spin up / spin down)**: -0.70 / -0.71 eV
**Energy relative to the best compared isomer or geometry (same formula, charge and spin)**: 131.5 kcal per mole
**Max |F|**: 1.5 eV/Å
**Highest occupied orbital energy (spin up / spin down)**: -9.5 / -9.5 eV

Atom charges from the Mulliken analysis, given in e for atoms 1 to 2: number 1, C, carries -1.202; number 2, C, carries 1.014

***

(3)
The following is a DFT calculation (wB97M-V/def2-TZVPD) of a structure of composition C21H18N3O9Pt.

The geometry in XYZ format:
```
52
C21H18N3O9Pt (wB97M-V/def2-TZVPD)
Pt 1.26 1.00 -0.67
O 0.99 -0.46 3.24
C 0.93 -0.44 2.02
O 1.52 0.50 1.33
C 0.15 -1.53 1.32
C -0.50 -2.41 2.16
C -1.27 -3.44 1.66
C -1.41 -3.64 0.30
C -0.75 -2.79 -0.55
C 0.05 -1.69 -0.10
O 0.57 -0.90 -0.97
N -0.97 -3.04 -1.99
O -0.09 -2.78 -2.77
O -2.01 -3.60 -2.29
N -1.97 -4.34 2.58
O -2.66 -5.23 2.10
O -1.90 -4.12 3.77
H -0.39 -2.26 3.22
H -2.03 -4.43 -0.09
O 3.98 -1.36 -0.52
C 4.17 -0.31 -1.09
C 5.50 0.13 -1.69
C 5.22 1.52 -2.27
C 3.76 1.76 -1.97
O 3.14 2.77 -2.27
N 3.23 0.69 -1.30
H 5.79 -0.61 -2.44
H 6.25 0.13 -0.91
H 5.38 1.59 -3.35
H 5.81 2.31 -1.80
C -2.11 3.79 -0.36
C -1.15 2.71 0.18
C -0.69 3.12 1.59
C 0.06 2.65 -0.71
C -1.89 1.37 0.19
C -2.16 0.73 -1.02
C -2.84 -0.47 -1.07
C -3.27 -1.07 0.11
C -3.00 -0.46 1.32
C -2.31 0.75 1.36
H -1.61 4.77 -0.39
H -2.99 3.87 0.29
H -2.45 3.55 -1.37
H -0.12 4.05 1.53
H -0.04 2.36 2.03
H -1.55 3.30 2.25
H 0.39 3.52 -1.27
H -1.81 1.18 -1.94
H -3.02 -0.96 -2.02
H -3.79 -2.03 0.08
H -3.31 -0.93 2.25
H -2.08 1.19 2.32
```

Results
**LUMO energy (spin up / spin down)**: 2.20 / 0.91 eV
**Energy relative to the best compared isomer or geometry (same formula, charge and spin)**: 4.4 kcal per mole
**Max |F|**: 0.8 eV/Å
**Highest occupied orbital energy (spin up / spin down)**: -5.0 / -6.2 eV
**Total charge**: -1
**Spin multiplicity**: 5

Atom charges from the Mulliken analysis, given in e for atoms 1 to 2: number 1, Pt, carries 1.201; number 2, O, carries -0.751

***

(4)
The following is a DFT calculation (wB97M-V/def2-TZVPD) of a cluster of 2 separate species, C6H14O in total.

The geometry in XYZ format:
```
21
C6H14O (wB97M-V/def2-TZVPD)
C -3.08 0.32 0.84
C -2.06 0.19 -0.29
C -0.67 -0.23 0.20
C 0.29 -0.49 -0.97
C 1.63 -1.00 -0.53
C 2.81 -0.55 -0.97
O 2.49 1.69 1.31
H -4.06 0.63 0.45
H -2.77 1.07 1.58
H -3.21 -0.63 1.36
H -2.42 -0.54 -1.02
H -1.98 1.15 -0.83
H -0.25 0.54 0.86
H -0.76 -1.15 0.80
H 0.42 0.42 -1.57
H -0.17 -1.24 -1.63
H 2.40 0.98 0.66
H 1.62 -1.81 0.20
H 3.75 -0.98 -0.64
H 2.87 0.26 -1.70
H 3.17 1.38 1.91
```

Results
**LUMO energy**: 1.05 eV
**Energy relative to the best compared isomer or geometry (same formula, charge and spin)**: 17.9 kcal per mole
**Max |F|**: 0.2 eV/Å
**Highest occupied orbital energy**: -10.0 eV
**SMILES**: C=CCCCC.O

Atom charges from the Mulliken analysis, given in e for atoms 1 to 2: number 1, C, carries -1.264; number 2, C, carries -0.400